C38H49BaBrNO2P2 as an isolated structure at a distorted geometry. Source: OMol25; level of theory: ωB97M-V/def2-TZVPD.

Atoms and positions in Å:
Ba 1.709 0.155 0.068
C -2.827 0.138 -2.245
C -2.192 0.998 -1.152
C -3.063 2.198 -0.789
P -0.398 1.353 -1.571
C -0.489 1.948 -3.345
C -1.417 3.114 -3.699
C 0.949 2.166 -3.836
C 0.044 2.802 -0.557
C 0.459 4.074 -0.953
C 0.921 5.010 -0.038
C 1.324 6.396 -0.473
C 1.008 4.642 1.304
C 0.626 3.383 1.720
C 0.124 2.444 0.806
N -0.218 1.153 1.161
C -1.129 0.934 2.145
C -2.009 1.933 2.644
C -2.992 1.648 3.565
C -3.157 0.362 4.081
C -4.257 0.046 5.065
C -2.295 -0.621 3.620
C -1.308 -0.377 2.667
P -0.178 -1.645 2.011
C -1.253 -3.172 1.728
C -1.604 -4.071 2.914
C -2.514 -2.775 0.956
C 0.782 -2.087 3.551
C 1.814 -3.162 3.208
C 1.481 -0.830 4.072
H -3.761 -0.299 -1.882
H -2.164 -0.678 -2.538
H -3.060 0.726 -3.137
H -2.108 0.377 -0.258
H -3.277 2.824 -1.655
H -2.580 2.816 -0.033
H -4.016 1.851 -0.377
H -0.858 1.060 -3.869
H -1.324 3.946 -3.003
H -2.461 2.800 -3.699
H -1.186 3.483 -4.704
H 1.416 3.028 -3.359
H 0.971 2.325 -4.918
H 1.560 1.288 -3.612
H 0.428 4.366 -1.994
H 1.258 6.504 -1.556
H 2.350 6.618 -0.170
H 0.677 7.149 -0.018
H 1.395 5.354 2.026
H 0.721 3.093 2.760
H -1.906 2.944 2.273
H -3.652 2.444 3.898
H -4.476 0.907 5.698
H -3.980 -0.791 5.709
H -5.181 -0.228 4.547
H -2.403 -1.617 4.032
H -0.627 -3.761 1.048
H -2.230 -3.564 3.647
H -0.717 -4.445 3.425
H -2.167 -4.936 2.549
H -3.195 -2.202 1.585
H -3.039 -3.667 0.601
H -2.269 -2.159 0.088
H 0.086 -2.449 4.315
H 2.507 -2.771 2.457
H 1.348 -4.063 2.803
H 2.386 -3.445 4.096
H 2.138 -0.413 3.303
H 2.095 -1.071 4.944
H 0.757 -0.067 4.360
Br 4.238 -0.421 -2.662
C 3.140 -1.627 -3.688
C 3.658 -1.998 -4.899
C 2.933 -2.864 -5.736
C 1.715 -3.328 -5.330
C 1.173 -2.950 -4.079
C -0.096 -3.432 -3.683
C -0.630 -3.032 -2.491
C 0.087 -2.149 -1.659
C 1.350 -1.654 -1.932
C 1.883 -2.069 -3.196
H 4.624 -1.621 -5.209
H 3.348 -3.149 -6.696
H 1.136 -3.994 -5.963
H -0.626 -4.112 -4.342
H -1.612 -3.391 -2.192
H -0.405 -1.842 -0.733
C 5.833 -1.734 0.979
O 5.347 -0.412 0.872
C 3.981 -0.302 0.900
O 3.624 0.876 0.734
H 6.332 -1.873 1.942
H 6.557 -1.905 0.180
H 5.013 -2.450 0.883

HOMO energy	-3.9324	eV
charge	-1
energy relative to the best compared isomer or geometry (same formula, charge and spin)	183.54	kJ/mol
frontier orbital gap	6.441	eV
E_LUMO	2.5	eV